1.
6
Properties=species:S:1:pos:R:3 method="wB97M-V/def2-TZVPD" lumo_ev=-1.122 total_energy_ev=-6199.572 mol_weight_g_mol=58.0 gap_ev=9.09
C -0.324 -0.759 0.462
C -0.436 0.282 -0.710
H -1.280 -1.370 0.565
H -1.259 0.237 -1.383
O 0.652 -0.801 1.187
O 0.235 1.300 -0.899

---

2.
8
Properties=species:S:1:pos:R:3 method="wB97M-V/def2-TZVPD" lumo_ev="-2.016 / -1.915" total_energy_ev=-24773.986 mol_weight_g_mol=120.0 gap_ev="6.73 / 6.33"
C 1.975 0.511 -0.192
C 1.062 -0.418 0.271
O 2.475 1.535 0.058
O 0.889 -1.654 0.285
P -0.752 0.047 -0.702
P -2.511 0.119 0.332
H -0.989 -1.292 -1.133
H -2.149 1.152 1.079

---

3.
8
Properties=species:S:1:pos:R:3 method="wB97M-V/def2-TZVPD" lumo_ev=-0.958 total_energy_ev=-27871.038 mol_weight_g_mol=122.2 gap_ev=8.63
C 0.572 -0.561 0.003
C -0.663 0.339 -0.059
H 1.701 1.325 0.335
H -1.168 2.156 -0.118
O 0.355 -1.719 -0.131
O -0.334 1.670 -0.125
S 2.132 0.133 0.055
S -2.142 -0.243 0.081

---

4.
7
Properties=species:S:1:pos:R:3 method="wB97M-V/def2-TZVPD" multiplicity=3 lumo_ev="-5.336 / -6.040" total_energy_ev=-35720.764 total_charge=+1 mol_weight_g_mol=227.0 gap_ev="8.03 / 6.02" s_squared=2.032
H 0.726 -1.226 -0.864
O -0.541 1.293 -0.340
C 0.475 0.391 -0.456
C 0.430 -0.806 0.268
O -0.697 -1.092 0.929
H 1.473 0.779 -0.711
Tm -1.865 0.661 1.173

---

5.
7
Properties=species:S:1:pos:R:3 method="wB97M-V/def2-TZVPD" lumo_ev=0.556 total_energy_ev=-8248.235 mol_weight_g_mol=74.0 gap_ev=11.63
C -1.099 -0.114 0.328
C 1.062 0.070 -0.410
O -0.228 -0.258 -0.774
O 1.477 -0.137 0.696
O -2.287 -0.149 0.277
H -0.454 0.040 1.167
H 1.530 0.548 -1.285

---

6.
8
Properties=species:S:1:pos:R:3 method="wB97M-V/def2-TZVPD" lumo_ev="-1.010 / -1.010" total_energy_ev=-19078.758 mol_weight_g_mol=106.1 gap_ev="8.59 / 8.59"
C -1.482 0.887 0.053
C -0.138 -0.888 0.220
O 2.400 -1.355 -0.336
O -1.081 1.853 -0.459
O 1.788 0.877 0.567
S 1.405 -0.347 -0.071
H -2.416 0.598 0.520
H -0.476 -1.625 -0.494

---

7.
8
Properties=species:S:1:pos:R:3 method="wB97M-V/def2-TZVPD" lumo_ev=-1.142 total_energy_ev=-19080.160 mol_weight_g_mol=106.1 gap_ev=10.65
C -1.692 0.304 0.334
C -1.084 -0.495 -0.342
O 1.402 1.178 -0.981
O 1.238 0.323 1.425
O 1.611 -1.232 -0.450
S 1.301 0.117 -0.006
H -1.947 1.171 0.798
H -0.828 -1.367 -0.780

---

8.
8
Properties=species:S:1:pos:R:3 method="wB97M-V/def2-TZVPD" lumo_ev=-0.340 total_energy_ev=-19083.761 mol_weight_g_mol=106.1 gap_ev=10.13
C 0.812 0.208 -0.024
C -0.612 0.933 -0.071
H 1.687 -1.416 -0.071
H -1.654 -1.348 0.123
O 0.751 -1.126 -0.140
O 1.835 0.782 0.204
O -0.721 2.114 -0.101
S -2.098 -0.147 0.081

---

9.
8
Properties=species:S:1:pos:R:3 method="wB97M-V/def2-TZVPD" lumo_ev="-0.828 / -0.828" total_energy_ev=-19080.188 mol_weight_g_mol=106.1 gap_ev="8.52 / 8.51"
C -0.483 0.746 0.373
C -1.791 -0.248 0.077
O 0.546 1.274 0.509
O 2.236 -0.198 -1.421
O 1.780 -1.239 0.765
S 2.328 -0.134 0.015
H -2.058 -0.182 -1.032
H -2.558 -0.019 0.714

---

10.
8
Properties=species:S:1:pos:R:3 method="wB97M-V/def2-TZVPD" lumo_ev="-3.463 / -3.465" total_energy_ev=-19078.044 mol_weight_g_mol=106.1 gap_ev="4.51 / 4.50"
C -0.701 0.513 -0.320
C 0.430 -0.990 1.052
O -0.258 0.177 1.008
O 0.232 0.780 -0.936
O -1.912 0.684 -0.377
S 0.863 1.797 -2.429
H 1.141 -1.388 1.814
H 0.205 -1.571 0.187

---

11.
8
Properties=species:S:1:pos:R:3 method="wB97M-V/def2-TZVPD" lumo_ev="-0.015 / -1.431" total_energy_ev=-19079.411 mol_weight_g_mol=106.1 gap_ev="8.30 / 6.33"
C 1.988 0.891 0.058
C -1.422 0.063 0.416
O -0.328 -0.175 0.992
O 0.784 -1.409 -1.061
O 1.799 1.214 -1.031
S 0.970 -1.020 0.316
H -2.361 0.303 1.031
H -1.430 0.135 -0.721

---

12.
9
Properties=species:S:1:pos:R:3 method="wB97M-V/def2-TZVPD" lumo_ev="-2.007 / -2.307" total_energy_ev=-29912.717 mol_weight_g_mol=138.2 gap_ev="8.09 / 7.16"
C -1.587 1.380 -0.453
C 0.546 -0.281 1.076
O -0.256 0.549 -2.600
O 2.089 -1.686 -0.157
O -0.408 0.140 1.654
S -0.583 0.372 -1.194
S 0.572 -1.629 -0.101
H -1.996 1.205 0.552
H 1.623 -0.049 1.222